The following is a quantum chemistry calculation of a molecular structure, C20H36BCdN3O4 at a distorted geometry, from the Open Molecules 2025 dataset.

Each line ends with the natural charge from an NBO analysis.
Geometry (Å):
Cd 1.24 0.20 0.75  1.3660
N 2.78 -1.57 1.65  -0.8897
C 4.23 -1.51 1.56  -0.2241
C 4.64 -1.01 0.17  -0.2304
N 3.99 0.24 -0.20  -0.6489
C 4.71 1.46 0.12  -0.2245
C 4.52 1.93 1.56  -0.2235
N 3.11 2.18 1.84  -0.8561
H 2.47 -1.91 2.55  0.3873
H 2.39 -2.19 0.95  0.3989
H 4.71 -2.48 1.72  0.1807
H 4.60 -0.84 2.33  0.1852
H 4.34 -1.77 -0.55  0.2023
H 5.73 -0.94 0.13  0.1770
H 3.81 0.22 -1.19  0.3774
H 4.33 2.25 -0.54  0.2003
H 5.79 1.36 -0.07  0.1732
H 5.16 2.81 1.71  0.1727
H 4.86 1.17 2.26  0.1804
H 2.75 2.91 1.22  0.3759
H 2.98 2.50 2.78  0.3669
C -2.45 2.50 -2.30  -0.6283
C -1.74 2.77 -0.98  0.2426
C -2.78 3.16 0.08  -0.6309
O -1.12 1.56 -0.53  -0.7466
B 0.15 1.82 -0.08  0.4154
O 0.48 3.14 -0.28  -0.7563
C -0.54 3.77 -1.07  0.2381
C -0.84 5.16 -0.52  -0.6250
C 0.04 3.91 -2.48  -0.6287
H -3.27 1.80 -2.12  0.2217
H -1.78 2.06 -3.02  0.2197
H -2.87 3.43 -2.70  0.2078
H -3.49 2.33 0.19  0.2240
H -3.32 4.06 -0.20  0.2075
H -2.30 3.31 1.05  0.2148
H -1.08 5.12 0.55  0.2203
H -1.68 5.60 -1.06  0.2104
H 0.03 5.80 -0.65  0.2141
H 0.31 2.93 -2.89  0.2151
H 0.94 4.52 -2.43  0.2147
H -0.67 4.39 -3.16  0.2103
C -4.84 -5.39 -0.49  -0.6254
C -3.73 -4.44 -0.17  -0.0223
C -3.41 -3.39 -1.03  -0.1860
C -2.34 -2.55 -0.77  0.0103
C -2.02 -1.44 -1.73  -0.6553
C -1.58 -2.74 0.38  -0.1052
C -1.91 -3.75 1.28  0.0171
C -1.11 -3.94 2.54  -0.6320
C -2.98 -4.59 0.99  -0.2321
C -0.38 -1.87 0.64  0.7567
O -0.29 -1.26 1.73  -0.7875
O 0.51 -1.81 -0.25  -0.8133
H -5.11 -5.33 -1.54  0.2121
H -5.72 -5.16 0.11  0.2168
H -4.54 -6.42 -0.26  0.2145
H -4.01 -3.24 -1.92  0.1915
H -2.74 -1.42 -2.55  0.2003
H -1.01 -1.58 -2.13  0.2397
H -2.02 -0.47 -1.23  0.2427
H -0.04 -4.00 2.32  0.2079
H -1.41 -4.86 3.04  0.2048
H -1.25 -3.10 3.21  0.2387
H -3.22 -5.40 1.68  0.1982

The total energy is -1441.64337 hartree. The LUMO energy comes out at 0.60 eV. The HOMO-LUMO gap comes out at 8.53 eV. As for the energy relative to the best compared isomer or geometry (same formula, charge and spin): 0.0 kcal/mol. Its maximum force is 0.02672 Eh/bohr. As for the multiplicity: 1.

The following is a quantum chemistry calculation of a molecular structure, C14H17IrN3O3 at a distorted geometry, from the Open Molecules 2025 dataset.

Each line ends with the Löwdin spin population.
Geometry (Å):
N 1.21 3.28 0.83  0.5292
C 0.68 4.31 0.76  0.2581
C 0.21 5.69 0.73  0.1120
H -0.89 5.68 0.62  0.0626
H 0.66 6.23 -0.12  0.0206
H 0.50 6.18 1.68  0.0114
N 2.94 -1.89 0.64  0.1206
C 3.77 -2.45 0.05  0.0280
C 4.87 -3.18 -0.51  0.0046
H 5.39 -2.65 -1.32  0.0014
H 4.53 -4.15 -0.91  0.0001
H 5.54 -3.32 0.36  0.0023
N -2.52 -2.41 0.84  0.5304
C -3.68 -2.37 0.77  0.2571
C -5.13 -2.50 0.74  0.1120
H -5.44 -3.25 1.50  0.0377
H -5.45 -2.83 -0.27  0.0013
H -5.58 -1.51 0.95  0.0556
Ir 0.48 -0.31 -0.01  1.6915
C -0.03 -1.47 1.42  0.1515
O -0.17 -2.09 2.38  0.0824
C 1.31 0.62 1.43  0.1529
O 1.82 0.99 2.40  0.0872
C 0.75 1.21 -1.73  0.1104
C -0.57 1.22 -1.27  0.1125
C -1.34 0.03 -1.26  0.1126
C -0.78 -1.18 -1.72  0.1006
C 0.57 -1.20 -2.12  0.0719
C 1.33 -0.01 -2.13  0.0727
H 1.32 2.15 -1.68  0.0017
H -1.00 2.14 -0.89  0.0059
H -2.36 0.04 -0.89  0.0063
H -1.40 -2.07 -1.67  0.0013
H 1.08 -2.12 -2.43  0.0029
H 2.38 -0.09 -2.46  0.0028
O -1.98 1.29 1.60  0.0839
H -1.91 0.36 1.85  0.0020
H -1.12 1.62 1.85  0.0020

The total energy is -1035.85636 hartree. The LUMO energy (alpha / beta) comes out at -12.80 / -19.65 eV. The HOMO-LUMO gap (alpha / beta) comes out at 6.55 / 2.77 eV. As for the energy relative to the best compared isomer or geometry (same formula, charge and spin): 86.9 kcal/mol. Its maximum force is 0.14616 Eh/bohr. As for the multiplicity: 6. Its net charge is +4.

The following is a quantum chemistry calculation of C22H20N4O2 in the gas phase at a distorted geometry, from the Open Molecules 2025 dataset.

Each line ends with the natural charge from an NBO analysis.
Geometry (Å):
C 2.72 0.34 -1.95  -0.2540
O 1.74 -0.24 -1.04  -0.5445
C 2.21 -0.69 0.18  0.3103
C 3.43 -1.39 0.29  -0.3045
C 4.00 -1.58 1.55  -0.1742
C 3.34 -1.20 2.72  -0.3182
C 2.11 -0.50 2.62  0.3172
O 1.35 -0.11 3.66  -0.4843
C 1.75 -0.46 5.02  -0.2518
C 1.60 -0.21 1.34  0.0968
N 0.58 0.77 1.16  -0.4164
C 0.72 2.10 1.55  -0.0605
C -0.15 2.83 0.82  -0.0640
N -0.89 1.93 0.06  -0.4119
C -2.15 2.30 -0.53  -0.4008
C -0.44 0.70 0.25  0.2663
C -1.74 -0.32 -0.44  0.0473
C -2.46 -0.81 0.60  -0.3984
C -2.00 -0.58 1.92  0.2719
N -1.77 -0.46 3.07  -0.3166
C -3.67 -1.56 0.48  0.2917
N -4.68 -2.16 0.39  -0.3285
C -2.09 -0.47 -1.89  -0.0310
C -3.42 -0.38 -2.38  -0.2280
C -3.67 -0.48 -3.76  -0.2032
C -2.61 -0.85 -4.62  -0.2196
C -1.29 -0.92 -4.13  -0.1964
C -1.03 -0.62 -2.80  -0.2421
H 2.21 1.15 -2.49  0.2017
H 3.56 0.78 -1.40  0.1934
H 3.12 -0.42 -2.64  0.1846
H 3.99 -1.67 -0.61  0.2241
H 5.01 -1.99 1.63  0.2192
H 3.80 -1.44 3.68  0.2270
H 1.10 0.13 5.67  0.2132
H 1.61 -1.54 5.23  0.1909
H 2.80 -0.20 5.19  0.1760
H 1.51 2.40 2.23  0.2346
H -0.35 3.89 0.75  0.2258
H -2.41 1.61 -1.31  0.2314
H -2.95 2.29 0.21  0.2048
H -2.05 3.29 -0.96  0.2099
H -0.24 -0.06 -0.58  0.1893
H -4.27 -0.12 -1.72  0.2333
H -4.67 -0.31 -4.19  0.2241
H -2.80 -1.07 -5.67  0.2173
H -0.44 -1.19 -4.78  0.2160
H -0.01 -0.52 -2.39  0.2308

The total energy is -1219.55493 hartree. The LUMO energy comes out at -0.08 eV. The HOMO-LUMO gap comes out at 5.84 eV. As for the energy relative to the best compared isomer or geometry (same formula, charge and spin): 203.3 kcal/mol. Its maximum force is 0.14378 Eh/bohr. The structure (SMILES) is COc1cccc(OC)c1N1C=CN(C)[C@@H]1C(=C(C#N)C#N)c1ccccc1. As for the multiplicity: 1.

The following is a quantum chemistry calculation of C2H4N2S2 in the gas phase at a distorted geometry, from the Open Molecules 2025 dataset.

Each line ends with the natural charge from an NBO analysis.
Geometry (Å):
H 0.41 2.33 1.35  0.3398
N -0.44 1.73 1.43  -0.7113
C -0.27 0.73 0.64  0.2664
N -1.15 -0.29 0.45  -0.7870
S -0.96 -1.32 -0.84  0.4325
C 0.82 -0.97 -1.02  -0.7020
S 1.19 0.66 -0.31  0.2582
H -2.08 -0.11 0.84  0.4332
H 1.11 -0.99 -2.05  0.2461
H 1.39 -1.77 -0.49  0.2241

The total energy is -984.46368 hartree. The LUMO energy comes out at 0.39 eV. The HOMO-LUMO gap comes out at 8.65 eV. As for the energy relative to the best compared isomer or geometry (same formula, charge and spin): 32.1 kcal/mol. Its maximum force is 0.03572 Eh/bohr. The structure (SMILES) is [H]/N=C1/NSCS1. As for the multiplicity: 1.

The following is a quantum chemistry calculation of a gas-phase ion, C3H5O2S (charge -1) at a distorted geometry, from the Open Molecules 2025 dataset.

Each line ends with the natural charge from an NBO analysis.
Geometry (Å):
O 0.23 -2.37 1.21  -0.7779
C -0.39 -1.66 0.40  0.7650
O -1.58 -1.74 0.02  -0.7874
C 0.45 -0.44 -0.14  -0.5263
C -0.48 0.80 -0.13  -0.4922
S 0.31 2.32 -0.69  -0.1119
H 1.26 -0.27 0.58  0.1962
H 0.83 -0.55 -1.15  0.1950
H -1.28 0.67 -0.85  0.2335
H -0.84 0.97 0.87  0.2041
H 1.50 2.26 -0.12  0.1020

The total energy is -666.04190 hartree. The LUMO energy comes out at 3.19 eV. The HOMO-LUMO gap comes out at 7.29 eV. As for the energy relative to the best compared isomer or geometry (same formula, charge and spin): 2.4 kcal/mol. Its maximum force is 0.02871 Eh/bohr. The structure (SMILES) is O=C([O-])CCS. As for the multiplicity: 1. Its net charge is -1.

The following is a quantum chemistry calculation of a molecular structure, BaH6NO2PSi at a distorted geometry, from the Open Molecules 2025 dataset.

Each line ends with the Löwdin charge.
Geometry (Å):
N 1.48 -1.13 0.27  -0.1174
Si 0.43 0.10 -0.52  0.4305
O 0.76 1.76 -0.06  -0.7457
P -1.66 -0.43 0.02  0.5949
O -2.58 0.31 -1.05  -0.4864
H 1.26 -2.05 -0.22  0.0833
H 2.50 -0.95 0.12  0.0710
H 0.61 -0.01 -1.96  0.0364
H 1.29 1.83 0.79  -0.0103
H -1.77 -1.88 -0.01  0.0623
H -1.94 0.07 1.35  -0.0499
Ba -0.38 2.37 1.27  2.1312

The total energy is -864.41045 hartree. The LUMO energy comes out at -9.69 eV. The HOMO-LUMO gap comes out at 8.12 eV. As for the energy relative to the best compared isomer or geometry (same formula, charge and spin): 100.9 kcal/mol. Its maximum force is 0.35962 Eh/bohr. As for the multiplicity: 1. Its net charge is +2.

The following is a quantum chemistry calculation of 4 unconnected molecules or ions with the total composition C28H33F3N6O11PS at a distorted geometry, from the Open Molecules 2025 dataset.

Each line ends with the Löwdin charge.
Geometry (Å):
O -3.20 0.04 -4.05  -0.4477
P -2.85 -1.44 -3.74  0.7709
N -3.39 -1.98 -2.17  -0.0533
C -2.74 -1.95 -0.99  -0.2621
N -3.30 -2.47 0.25  0.1780
C -2.22 -2.22 1.19  -0.1135
C -2.24 -2.55 2.77  -0.0730
C -2.96 -1.26 3.46  -0.0755
C -2.05 0.07 3.37  -0.3715
O -2.44 1.01 2.60  0.0215
N -0.82 0.28 4.14  0.0481
C -0.41 1.70 4.20  -0.2094
C -0.85 2.58 5.40  -0.0066
C -0.44 4.09 5.54  -0.0485
C 0.45 4.77 4.44  -0.0513
C 0.90 3.89 3.23  -0.0432
C 0.47 2.38 3.12  0.0008
N -1.08 -1.59 0.57  0.0098
C 0.21 -1.20 1.20  -0.0911
C 1.42 -2.23 0.84  -0.1876
C 1.71 -3.28 2.05  -0.5439
S 3.50 -3.82 2.09  0.6487
N -1.43 -1.43 -0.76  0.0483
C -0.38 -0.75 -1.54  -0.1657
C 0.78 -1.39 -2.34  -0.0020
C 1.80 -0.51 -3.04  -0.0965
N 1.92 0.91 -3.12  0.0755
C 0.83 1.46 -2.41  -0.1001
C -0.31 0.80 -1.62  0.0434
H -3.59 -2.22 -4.72  0.0416
H -1.46 -1.68 -3.99  0.0320
H -4.35 -2.39 -2.14  0.1475
H -2.87 -3.49 2.92  0.1303
H -1.18 -2.68 3.17  0.1059
H -3.91 -1.06 2.84  0.1353
H -3.30 -1.46 4.53  0.1310
H -0.95 -0.09 5.10  0.1329
H -1.51 2.16 6.23  0.0922
H -0.75 4.74 6.43  0.0926
H 0.76 5.87 4.55  0.0978
H 1.54 4.38 2.43  0.0761
H 0.85 1.84 2.18  0.0777
H 0.50 -0.11 0.97  0.1248
H 0.12 -1.24 2.35  0.1045
H 2.38 -1.61 0.67  0.1121
H 1.19 -2.87 -0.08  0.0851
H 1.41 -2.85 3.07  0.0700
H 1.11 -4.23 1.77  0.0674
H 4.32 -2.81 1.61  -0.1224
H 0.88 -2.53 -2.38  0.0727
H 2.65 -1.07 -3.58  0.1232
H 0.81 2.61 -2.40  0.1009
H -1.09 1.43 -1.09  0.1282
C -0.21 -6.89 -0.14  -0.0592
C 1.21 -7.29 -0.33  -0.3163
O 1.60 -6.54 -1.47  0.1623
C 0.84 -5.42 -1.45  -0.5128
O 1.07 -4.43 -2.09  0.1263
O -0.22 -5.54 -0.59  0.0547
F 1.31 -8.60 -0.63  0.0962
H -0.91 -7.48 -0.74  0.1528
H -0.52 -6.95 0.91  0.1459
H 1.87 -7.05 0.51  0.1778
C -2.50 2.81 -4.31  -0.0866
C -2.43 3.92 -5.31  -0.3116
O -1.70 4.92 -4.62  0.1518
C -0.90 4.25 -3.75  -0.5201
O 0.05 4.74 -3.19  0.1460
O -1.29 2.96 -3.59  0.0291
F -3.66 4.40 -5.60  0.0867
H -3.34 2.93 -3.62  0.1530
H -2.56 1.83 -4.77  0.0988
H -1.90 3.65 -6.23  0.1789
C 4.15 4.67 -1.37  -0.0639
C 3.22 4.16 -0.31  -0.3345
O 3.91 4.45 0.88  0.1211
C 4.67 5.55 0.61  -0.5280
O 5.18 6.24 1.45  0.1804
O 4.77 5.78 -0.73  0.0832
F 3.07 2.82 -0.41  0.0554
H 4.91 3.94 -1.66  0.1504
H 3.62 4.99 -2.27  0.1460
H 2.24 4.65 -0.30  0.1743

The total energy is -3281.55257 hartree. The LUMO energy comes out at -3.36 eV. The HOMO-LUMO gap comes out at 7.53 eV. Its maximum force is 0.12996 Eh/bohr. As for the multiplicity: 1. Its net charge is +1.

The following is a quantum chemistry calculation of C4H7NO2 in the gas phase, from the Open Molecules 2025 dataset.

Each line ends with the natural charge from an NBO analysis.
Geometry (Å):
C 0.85 1.33 1.80  -0.5094
C -0.26 1.44 1.08  0.1403
O -0.87 0.55 0.23  -0.5107
C -0.25 -0.57 -0.30  0.5985
C -0.35 -0.53 -1.80  -0.6550
N -0.38 -1.78 0.44  -0.3152
O 0.91 -1.07 0.25  -0.3855
H 1.45 0.43 1.83  0.2291
H 1.16 2.18 2.39  0.2099
H -0.86 2.35 1.08  0.1869
H 0.13 -1.41 -2.24  0.2190
H -1.39 -0.49 -2.11  0.2294
H 0.16 0.37 -2.17  0.2339
H -0.32 -2.56 -0.22  0.3287

The total energy is -361.73222 hartree. The LUMO energy comes out at 0.97 eV. The HOMO-LUMO gap comes out at 10.12 eV. As for the energy relative to the best compared isomer or geometry (same formula, charge and spin): 93.3 kcal/mol. Its maximum force is 0.00570 Eh/bohr. The structure (SMILES) is C=CO[C@]1(C)NO1. As for the multiplicity: 1.